The following is a DFT calculation (ωB97M-V/def2-TZVPD) of a structure of composition C16H31HfNO3P in a non-equilibrium geometry.

Results
Orbital gap (alpha / beta) ... 3.13 / 2.98 eV
Net charge ... +4
Strongest force on any atom ... 5.70 eV/Å
Expectation value of S² ... 0.76
Spin multiplicity ... 2
DFT total energy ... -35264.8267 eV

```
53
C16H31HfNO3P, DFT ωB97M-V/def2-TZVPD
C 4.779 -1.628 0.929
C 5.328 -0.373 0.176
C 4.183 0.453 -0.403
O 4.446 1.033 -1.384
O 3.022 0.516 0.202
C 1.843 0.257 -0.630
C 0.858 1.460 -0.537
C -0.633 1.098 -0.103
P -1.376 2.772 0.345
C -3.122 2.569 0.886
C -0.484 3.474 1.782
C -0.669 0.157 1.175
C -1.224 -1.270 0.951
C -0.488 -2.178 1.987
C -2.729 -1.338 1.317
N -0.936 -1.811 -0.420
O -1.183 -2.944 -0.549
C -1.482 -0.990 -1.575
C -2.832 -1.523 -2.102
C -0.462 -1.191 -2.800
C -1.600 0.541 -1.258
H 4.158 -2.249 0.288
H 5.676 -2.171 1.240
H 4.248 -1.279 1.811
H 6.064 -0.655 -0.577
H 5.825 0.259 0.927
H 2.114 0.112 -1.677
H 1.431 -0.690 -0.290
H 0.882 2.131 -1.467
H 1.254 2.109 0.244
H -3.412 1.516 0.892
H -3.279 2.961 1.890
H -3.786 3.101 0.208
H -0.547 2.849 2.675
H -0.950 4.429 2.030
H 0.561 3.686 1.565
H 0.352 0.053 1.546
H -1.250 0.642 1.950
H 0.590 -2.039 1.905
H -0.760 -1.784 2.963
H -0.793 -3.218 1.925
H -2.800 -0.906 2.313
H -3.385 -0.752 0.676
H -3.071 -2.367 1.417
H -3.101 -0.841 -2.914
H -2.737 -2.503 -2.557
H -3.633 -1.456 -1.370
H -0.528 -0.376 -3.553
H -0.807 -2.078 -3.329
H 0.555 -1.414 -2.480
H -2.644 0.786 -1.079
H -1.358 1.078 -2.205
Hf -0.112 1.984 -2.956
```